Record 1
149
Properties=species:S:1:pos:R:3 method="wB97M-V/def2-TZVPD" energy_ha=-4269.09307 smiles="COCCCCCCCCC1=C(CC(=O)N(C)C)C(=O)C=C([C@H](I)[C@@H](C)I)C1=O.CN(C)P(=O)(N(C)C)N(C)C.CN(C)P(=O)(N(C)C)N(C)C.CN(C)P(=O)(N(C)C)N(C)C"
C -1.299 -2.635 4.171
O -2.400 -3.505 4.613
C -3.665 -3.201 3.926
C -4.653 -2.348 4.927
C -5.402 -1.066 4.176
C -6.152 -0.221 5.408
C -7.219 0.913 4.809
C -8.465 0.068 4.159
C -8.557 0.486 2.544
C -9.233 -0.802 1.787
C -8.320 -1.467 0.597
C -8.190 -2.970 0.504
C -8.864 -4.041 1.546
C -7.989 -5.458 1.604
O -8.631 -6.611 1.343
N -6.507 -5.548 1.891
C -5.758 -6.319 0.799
C -6.293 -6.422 3.144
C -7.299 -3.565 -0.747
O -7.597 -4.638 -1.486
C -5.927 -2.690 -1.130
C -6.030 -1.208 -1.035
C -4.734 -0.287 -1.443
I -4.506 -0.413 -3.614
C -3.374 -0.577 -0.576
C -2.596 -1.973 -0.939
I -1.945 1.065 -1.062
C -7.500 -0.572 -0.553
O -8.026 0.546 -1.062
H -1.602 -1.829 3.374
H -0.382 -3.254 3.728
H -0.857 -2.044 5.100
H -3.547 -2.686 2.879
H -4.203 -4.246 3.733
H -5.539 -3.052 5.303
H -4.124 -1.902 5.872
H -6.196 -1.466 3.396
H -4.653 -0.373 3.593
H -5.337 0.324 6.088
H -6.770 -1.034 6.022
H -6.618 1.547 4.029
H -7.563 1.673 5.660
H -8.333 -1.084 4.317
H -9.453 0.369 4.749
H -7.531 0.839 2.105
H -9.340 1.384 2.514
H -9.603 -1.550 2.608
H -10.221 -0.394 1.254
H -8.766 -3.563 2.630
H -10.008 -4.242 1.371
H -6.243 -7.388 0.583
H -5.591 -5.698 -0.184
H -4.665 -6.528 1.232
H -7.045 -6.151 4.014
H -5.168 -6.353 3.466
H -6.472 -7.538 2.769
H -4.990 -3.307 -1.462
H -5.045 0.840 -1.204
H -3.584 -0.577 0.586
H -1.443 -1.806 -0.686
H -2.934 -2.903 -0.286
H -2.641 -2.294 -2.064
O 1.177 2.420 1.072
P 2.369 3.332 0.692
N 2.105 4.370 2.031
C 2.340 5.806 2.082
C 2.531 3.787 3.307
N 1.514 3.940 -0.672
C 0.303 4.740 -0.469
C 1.212 2.898 -1.664
N 3.739 4.381 0.255
C 3.786 5.240 -0.929
C 4.984 3.608 0.318
H 3.396 6.050 2.238
H 1.771 6.256 2.905
H 2.009 6.326 1.181
H 3.620 3.823 3.408
H 2.223 2.741 3.388
H 2.080 4.312 4.156
H -0.392 4.274 0.236
H -0.233 4.906 -1.415
H 0.550 5.736 -0.108
H 0.365 2.265 -1.359
H 2.085 2.249 -1.809
H 0.983 3.340 -2.638
H 3.761 4.662 -1.860
H 4.705 5.838 -0.933
H 2.971 5.970 -0.935
H 5.041 2.886 -0.504
H 5.038 3.053 1.260
H 5.865 4.259 0.283
O -0.326 -4.585 -1.696
P 0.156 -6.041 -1.911
N 0.561 -6.236 -0.257
C 1.649 -7.035 0.287
C -0.610 -6.400 0.611
N 1.541 -5.494 -2.773
C 2.566 -4.715 -2.073
C 1.195 -4.785 -4.012
N 0.709 -7.715 -2.158
C 1.897 -8.095 -2.921
C -0.418 -8.539 -2.611
H 1.402 -8.100 0.334
H 1.891 -6.706 1.306
H 2.577 -6.935 -0.279
H -1.021 -7.411 0.523
H -1.402 -5.694 0.346
H -0.360 -6.210 1.660
H 2.141 -3.898 -1.484
H 3.293 -4.284 -2.777
H 3.156 -5.349 -1.415
H 0.851 -3.756 -3.823
H 0.395 -5.317 -4.543
H 2.051 -4.746 -4.693
H 1.812 -7.829 -3.980
H 2.061 -9.178 -2.862
H 2.806 -7.648 -2.508
H -0.699 -8.289 -3.639
H -1.291 -8.372 -1.971
H -0.184 -9.608 -2.553
O 6.970 6.720 -2.102
P 8.352 6.562 -2.782
N 9.188 7.116 -1.393
C 10.425 7.884 -1.367
C 9.237 6.126 -0.312
N 8.033 7.896 -3.821
C 7.894 9.239 -3.252
C 6.891 7.659 -4.715
N 9.941 6.380 -3.564
C 10.416 7.193 -4.683
C 10.166 4.966 -3.887
H 11.310 7.255 -1.515
H 10.538 8.392 -0.401
H 10.453 8.676 -2.117
H 9.977 5.349 -0.530
H 8.269 5.637 -0.179
H 9.487 6.592 0.646
H 7.220 9.260 -2.392
H 7.518 9.955 -3.997
H 8.861 9.634 -2.947
H 5.925 7.773 -4.198
H 6.936 6.642 -5.127
H 6.912 8.344 -5.568
H 9.810 7.050 -5.585
H 11.452 6.933 -4.934
H 10.443 8.257 -4.431
H 9.522 4.644 -4.713
H 9.942 4.338 -3.019
H 11.211 4.776 -4.155

=====

Record 2
11
Properties=species:S:1:pos:R:3 method="wB97M-V/def2-TZVPD" de_lowest_kcal_mol=31.4 energy_ha=-632.77665 smiles="C=C=NC.Cl"
C -0.685 -0.448 -0.328
C -1.477 -0.529 0.640
C 1.370 -1.000 -1.280
N 0.012 -0.379 -1.370
Cl -0.452 3.855 2.209
H -0.276 2.893 1.475
H -1.292 0.192 1.438
H -2.186 -1.286 0.973
H 1.426 -1.898 -1.869
H 1.453 -1.072 -0.199
H 2.108 -0.329 -1.689